No. 1
The following is a quantum chemistry calculation of a molecular structure, C21H54BrF3N3O14P3SSi2, from OMol25.

```
102
Properties=species:S:1:pos:R:3
C 4.658 5.358 2.921
C 4.200 6.150 1.529
O 3.340 5.206 0.794
C 1.970 5.744 0.646
C 0.983 5.289 1.917
O -0.428 5.266 1.459
C -1.299 4.634 2.506
Si -2.269 3.200 1.717
N -1.232 2.586 0.330
O -3.832 3.508 1.051
Si -4.585 4.999 1.525
P -6.654 4.932 0.662
P -7.637 3.037 1.147
O -8.896 2.891 0.151
O -8.338 2.993 2.767
O -6.603 1.634 0.832
C -4.840 5.270 3.412
Br -6.072 6.891 3.562
C -5.540 4.020 4.210
C -6.763 4.468 5.210
S -3.675 6.774 0.587
O -2.585 7.414 1.478
O -4.845 7.830 0.501
C -3.158 6.444 -1.187
F -2.089 7.400 -1.650
F -4.362 6.706 -2.058
F -2.797 5.015 -1.429
P -2.228 1.521 3.201
O -3.806 0.804 3.368
O -1.194 0.255 2.509
H 4.572 4.202 2.758
H 5.747 5.737 3.156
H 3.884 5.662 3.747
H 5.110 6.533 0.896
H 3.603 7.100 1.896
H 1.503 5.211 -0.302
H 1.919 6.907 0.517
H 1.156 6.041 2.811
H 1.389 4.209 2.224
H -1.898 5.412 3.137
H -0.520 4.144 3.269
H -0.259 2.389 0.662
H -1.105 3.372 -0.375
H -6.510 4.946 -0.800
H -9.112 3.631 2.769
H -6.996 1.222 -0.016
H -3.883 5.569 4.015
H -5.820 3.208 3.416
H -4.697 3.539 4.904
H -6.461 5.301 5.997
H -7.029 3.509 5.862
H -7.767 4.738 4.632
H -3.719 0.211 4.195
H -1.576 -0.038 1.608
C 2.054 -3.176 -1.643
O 1.185 -4.300 -1.680
C 1.516 -5.306 -0.714
C 0.453 -5.366 0.396
N 0.513 -4.176 1.255
C -0.642 -4.035 2.150
C -2.032 -3.870 1.502
O -2.208 -2.635 0.804
C -1.702 -2.633 -0.524
H 1.852 -2.561 -2.525
H 1.865 -2.568 -0.755
H 3.104 -3.484 -1.669
H 2.524 -5.173 -0.304
H 1.505 -6.262 -1.248
H 0.618 -6.259 1.007
H -0.523 -5.453 -0.089
H 0.566 -3.346 0.673
H -0.450 -3.147 2.765
H -0.664 -4.892 2.837
H -2.766 -3.853 2.316
H -2.310 -4.719 0.871
H -1.789 -3.608 -1.008
H -0.666 -2.291 -0.526
H -2.280 -1.907 -1.106
C 5.389 -5.860 -7.292
O 4.382 -6.320 -6.401
C 4.651 -7.622 -5.863
C 4.990 -7.532 -4.366
N 6.302 -6.907 -4.154
C 6.563 -6.537 -2.757
C 5.624 -5.500 -2.107
O 5.740 -4.184 -2.653
C 4.986 -3.971 -3.838
H 5.014 -4.964 -7.794
H 6.295 -5.588 -6.745
H 5.622 -6.612 -8.052
H 5.429 -8.151 -6.425
H 3.725 -8.196 -5.968
H 4.999 -8.539 -3.936
H 4.197 -6.956 -3.882
H 6.368 -6.067 -4.721
H 7.582 -6.134 -2.728
H 6.570 -7.450 -2.145
H 5.926 -5.408 -1.057
H 4.580 -5.824 -2.087
H 4.054 -4.541 -3.851
H 5.595 -4.205 -4.713
H 4.738 -2.905 -3.895
```

The electronic energy is -6924.7774 a.u. As for the lowest unoccupied orbital energy: -1.0 eV. The value obtained for the frontier orbital gap is 7.757 eV.

Löwdin population analysis, charges in e, atoms 1 to 5: C -0.10; C -0.24; O -0.22; C -0.16; C -0.17


No. 2
The following is a quantum chemistry calculation of 6 unconnected molecules or ions with the total composition C21H54FN3O14P2, from OMol25.

```
95
Properties=species:S:1:pos:R:3
C 1.920 0.850 0.542
C 0.397 0.992 0.405
C -0.024 2.452 0.757
O 0.328 3.354 -0.263
C -0.042 4.737 -0.036
N -0.117 0.681 -0.906
H 2.446 1.559 -0.100
H 2.246 -0.151 0.250
H 2.278 0.986 1.562
H -0.032 0.314 1.147
H 0.397 2.690 1.737
H -1.118 2.459 0.705
H 0.154 4.982 1.011
H -1.083 4.916 -0.307
H 0.530 5.543 -0.497
H -0.995 1.124 -1.123
H 0.613 0.770 -1.596
C 1.261 -1.378 -4.541
C -0.230 -1.585 -4.439
C -0.719 -2.480 -3.296
O -2.111 -2.679 -3.430
C -2.600 -3.538 -2.469
N -0.758 -0.219 -4.499
H 1.724 -0.956 -3.648
H 1.614 -0.927 -5.466
H 1.755 -2.351 -4.667
H -0.528 -2.100 -5.357
H -0.477 -2.027 -2.330
H -0.117 -3.379 -3.464
H -2.893 -3.131 -1.493
H -1.943 -4.396 -2.304
H -3.592 -3.863 -2.797
H -1.751 -0.422 -4.591
H -0.578 0.220 -3.602
C -3.670 -0.491 1.990
C -4.835 -0.163 1.029
C -4.168 0.312 -0.324
O -3.515 1.519 -0.006
C -3.592 2.508 -1.002
N -5.721 -1.278 0.879
H -4.030 -0.637 3.010
H -2.999 0.360 2.130
H -3.050 -1.276 1.556
H -5.307 0.749 1.395
H -5.033 0.431 -0.985
H -3.512 -0.421 -0.800
H -2.653 3.052 -0.892
H -4.555 3.021 -0.991
H -3.528 2.084 -2.011
H -6.184 -1.575 1.731
H -5.243 -2.146 0.669
C -2.624 -6.785 -0.218
O -2.395 -6.399 1.092
P -2.389 -4.886 1.564
O -2.127 -4.640 3.004
O -1.349 -4.180 0.536
C -0.791 -2.898 0.875
O -3.734 -4.239 1.031
C -4.975 -4.476 1.763
H -3.074 -7.768 -0.373
H -1.710 -6.820 -0.814
H -3.368 -6.148 -0.704
H -0.900 -2.097 0.147
H 0.275 -3.101 1.002
H -1.078 -2.645 1.896
H -5.352 -5.321 1.190
H -5.594 -3.589 1.810
H -4.696 -4.764 2.777
C 3.593 0.830 5.264
O 4.761 1.563 4.917
P 6.000 0.886 4.179
O 6.240 -0.469 4.712
O 5.621 0.978 2.599
C 5.654 -0.098 1.766
O 7.129 1.977 4.368
C 7.091 3.271 3.764
H 3.741 -0.231 5.462
H 2.966 0.814 4.365
H 3.015 1.386 5.997
H 4.774 -0.218 1.130
H 5.622 -1.067 2.282
H 6.565 -0.287 1.189
H 8.090 3.684 3.886
H 6.472 3.914 4.394
H 6.678 3.242 2.758
C 1.921 4.639 -2.776
C 3.134 4.962 -1.888
O 3.734 6.064 -2.579
C 3.331 6.000 -3.874
O 3.703 6.717 -4.771
O 2.534 4.886 -4.007
F 3.889 3.864 -1.709
H 1.138 5.379 -2.574
H 1.320 3.733 -2.817
H 2.800 5.241 -0.888
```

The electronic energy is -2832.7742 a.u. As for the lowest unoccupied orbital energy: 0.3 eV. The value obtained for the frontier orbital gap is 9.702 eV.

Löwdin population analysis, charges in e, atoms 1 to 5: C -0.05; C -0.41; C -0.20; O -0.21; C -0.08


No. 3
The following is a quantum chemistry calculation of 5 unconnected molecules or ions with the total composition C21H54N2O9S3, from OMol25.

```
89
Properties=species:S:1:pos:R:3
C -3.830 0.997 4.417
C -2.915 1.971 3.641
N -3.675 2.859 2.704
C -3.964 2.214 1.467
C -2.796 2.222 0.455
C -3.226 4.222 2.718
C -4.151 5.201 1.973
H -4.619 1.502 4.974
H -3.281 0.243 4.982
H -4.280 0.441 3.594
H -2.313 2.576 4.319
H -2.205 1.410 3.034
H -4.170 1.161 1.661
H -4.933 2.577 1.122
H -3.193 1.686 -0.407
H -2.673 3.216 0.025
H -1.812 1.898 0.794
H -2.234 4.421 2.313
H -3.140 4.457 3.779
H -5.162 5.154 2.379
H -4.195 4.912 0.923
H -3.945 6.264 2.101
C 1.667 -4.034 2.644
C 1.712 -3.305 1.296
N 1.767 -4.210 0.097
C 0.539 -5.096 -0.089
C -0.780 -4.274 -0.132
C 2.086 -3.431 -1.111
C 2.248 -4.294 -2.390
H 2.574 -4.637 2.659
H 0.710 -4.556 2.614
H 1.807 -3.331 3.466
H 0.866 -2.618 1.319
H 2.534 -2.598 1.183
H 0.634 -5.843 -0.876
H 0.543 -5.732 0.796
H -1.542 -4.999 0.154
H -0.950 -3.529 0.645
H -0.894 -3.878 -1.141
H 2.967 -2.805 -0.966
H 1.352 -2.657 -1.335
H 2.459 -3.559 -3.167
H 1.455 -5.015 -2.592
H 3.107 -4.957 -2.293
O -6.678 -1.957 -8.284
S -7.489 -2.360 -7.147
O -8.362 -3.423 -7.268
O -6.402 -2.867 -5.931
C -5.163 -2.216 -5.705
C -4.074 -3.009 -6.441
C -8.120 -0.800 -6.210
H -4.800 -2.288 -4.680
H -5.219 -1.192 -6.074
H -3.904 -4.047 -6.153
H -3.144 -2.461 -6.293
H -4.320 -3.022 -7.502
H -9.103 -0.584 -6.628
H -7.337 -0.061 -6.384
H -8.296 -0.947 -5.144
O 4.288 0.525 -8.216
S 4.189 1.135 -6.877
O 2.949 1.001 -6.098
O 5.452 0.603 -5.979
C 6.723 0.656 -6.557
C 7.785 1.151 -5.609
C 4.534 2.950 -6.946
H 6.766 1.339 -7.406
H 7.053 -0.268 -7.032
H 7.626 0.671 -4.643
H 7.587 2.212 -5.460
H 8.815 0.982 -5.923
H 5.306 3.106 -7.699
H 4.818 3.374 -5.983
H 3.589 3.401 -7.250
O 3.099 1.715 6.554
S 3.010 2.645 7.709
O 1.993 3.662 7.828
O 3.168 1.655 9.065
C 2.933 2.158 10.383
C 3.789 1.433 11.452
C 4.690 3.317 7.627
H 1.877 2.122 10.651
H 2.928 3.247 10.434
H 3.781 2.110 12.306
H 4.822 1.335 11.118
H 3.471 0.432 11.740
H 5.441 2.526 7.630
H 4.949 3.856 8.538
H 4.834 3.929 6.736
```

The electronic energy is -2813.5455 a.u. As for the lowest unoccupied orbital energy: 0.5 eV. The value obtained for the frontier orbital gap is 8.434 eV.

Löwdin population analysis, charges in e, atoms 1 to 5: C -0.08; C -0.23; N -0.21; C -0.27; C -0.08


No. 4
The following is a quantum chemistry calculation of 4 unconnected molecules or ions with the total composition C21H55BFN5O11S, from OMol25.

```
95
Properties=species:S:1:pos:R:3
N 1.539 2.241 -2.872
C 1.383 0.824 -3.379
C 0.418 0.656 -4.693
O 0.707 1.655 -5.775
C -1.193 0.557 -4.354
N -1.652 1.437 -3.213
B -3.053 0.929 -2.793
O -3.890 0.040 -3.665
O -3.702 1.334 -1.496
S -1.955 3.092 -3.723
O -0.702 3.852 -4.217
O -3.036 3.209 -4.851
F -2.503 3.955 -2.304
H 1.944 2.270 -1.910
H 2.168 2.823 -3.467
H 2.471 0.474 -3.720
H 1.075 0.142 -2.470
H 0.706 -0.395 -5.181
H -0.183 1.925 -6.198
H -1.856 0.767 -5.309
H -1.386 -0.583 -4.056
H -4.178 -0.762 -3.101
H -4.503 1.890 -1.802
C 6.499 -4.257 -1.319
O 6.639 -3.458 -0.152
C 7.822 -2.652 -0.161
C 7.452 -1.163 -0.253
N 6.910 -0.834 -1.575
C 6.309 0.502 -1.645
C 5.051 0.754 -0.790
O 3.910 0.002 -1.208
C 3.826 -1.301 -0.649
H 5.644 -4.923 -1.175
H 6.302 -3.631 -2.192
H 7.394 -4.866 -1.484
H 8.515 -2.944 -0.959
H 8.328 -2.826 0.795
H 8.346 -0.557 -0.067
H 6.722 -0.952 0.535
H 6.198 -1.518 -1.820
H 6.040 0.667 -2.696
H 7.071 1.250 -1.396
H 4.776 1.807 -0.924
H 5.234 0.627 0.283
H 4.262 -1.358 0.352
H 4.300 -2.025 -1.315
H 2.769 -1.572 -0.578
C -8.550 6.829 1.104
O -7.255 6.913 1.683
C -7.188 6.347 2.997
C -6.308 5.087 2.990
N -6.963 3.989 2.273
C -6.078 2.847 2.015
C -4.882 3.084 1.072
O -5.259 3.350 -0.281
C -5.533 4.716 -0.558
H -8.540 7.388 0.165
H -8.806 5.791 0.882
H -9.302 7.271 1.766
H -8.184 6.140 3.409
H -6.716 7.098 3.639
H -6.112 4.779 4.023
H -5.355 5.349 2.522
H -7.306 4.334 1.380
H -6.704 2.062 1.575
H -5.712 2.456 2.972
H -4.308 2.150 1.040
H -4.190 3.846 1.445
H -4.937 5.397 0.057
H -6.598 4.917 -0.430
H -5.293 4.904 -1.608
C 0.545 -3.885 0.252
O 1.006 -3.178 1.395
C 0.005 -3.033 2.408
C 0.388 -3.842 3.657
N 0.286 -5.283 3.403
C 0.874 -6.107 4.466
C 2.397 -5.998 4.679
O 3.169 -6.503 3.587
C 3.415 -5.559 2.554
H 1.326 -3.844 -0.512
H 0.362 -4.934 0.497
H -0.363 -3.426 -0.151
H -0.994 -3.303 2.044
H -0.019 -1.971 2.676
H -0.281 -3.571 4.481
H 1.408 -3.563 3.934
H 0.761 -5.501 2.531
H 0.643 -7.149 4.214
H 0.360 -5.892 5.410
H 2.648 -6.633 5.536
H 2.716 -4.987 4.953
H 3.481 -4.534 2.928
H 2.643 -5.637 1.786
H 4.367 -5.814 2.082
```

The electronic energy is -2457.2271 a.u. As for the lowest unoccupied orbital energy: -0.6 eV. The value obtained for the frontier orbital gap is 8.104 eV.

Löwdin population analysis, charges in e, atoms 1 to 5: N -0.03; C -0.22; C -0.28; O -0.11; C -0.15


No. 5
The following is a quantum chemistry calculation of a molecular structure, C21H55BaNO16P3, from OMol25.

```
97
Properties=species:S:1:pos:R:3
Ba 1.689 -1.357 0.196
O 1.751 -3.778 1.078
H 0.787 -3.740 1.105
O 3.875 -1.385 1.561
H 4.137 -0.644 2.122
O 3.238 -2.693 -1.433
H 3.415 -2.534 -2.369
C 3.344 0.163 -2.842
O 2.394 0.103 -2.088
N 3.286 -0.208 -4.131
C 4.413 0.029 -5.025
C 2.135 -0.803 -4.763
H 4.361 0.408 -2.493
H 4.480 -0.717 -5.818
H 5.368 0.080 -4.506
H 4.279 0.957 -5.595
H 1.896 -0.275 -5.689
H 2.063 -1.883 -4.653
H 1.259 -0.445 -4.201
C -0.627 1.771 -2.582
C -1.944 1.028 -2.627
O -1.855 -0.236 -3.328
P -1.484 -1.607 -2.588
O -0.313 -1.515 -1.700
O -2.815 -1.979 -1.812
C -3.092 -3.332 -1.412
C -3.049 -3.428 0.114
O -1.317 -2.653 -3.796
C -2.183 -2.614 -4.942
C -1.419 -1.817 -6.017
H -0.290 2.053 -3.580
H -0.768 2.731 -2.077
H 0.082 1.194 -1.991
H -2.230 0.667 -1.632
H -2.808 1.640 -2.891
H -4.043 -3.698 -1.799
H -2.295 -3.968 -1.801
H -3.919 -3.972 0.488
H -2.087 -3.836 0.408
H -3.260 -2.428 0.497
H -2.268 -3.672 -5.196
H -3.178 -2.195 -4.784
H -0.971 -0.895 -5.666
H -0.611 -2.363 -6.510
H -2.089 -1.597 -6.858
C -3.689 0.356 1.028
C -3.787 -0.313 2.391
O -2.572 -0.165 3.110
P -1.470 -1.348 3.061
O -0.621 -1.323 1.869
O -0.698 -1.206 4.417
C 0.656 -0.670 4.341
C 1.771 -1.723 4.167
O -2.360 -2.647 3.298
C -1.863 -3.969 3.481
C -1.539 -4.363 4.935
H -3.471 1.422 1.045
H -2.809 -0.093 0.550
H -4.629 0.235 0.487
H -4.574 0.335 2.799
H -4.179 -1.326 2.355
H 0.742 0.007 3.490
H 0.783 -0.178 5.303
H 2.758 -1.313 3.965
H 1.915 -2.203 5.144
H 1.503 -2.502 3.450
H -2.745 -4.522 3.144
H -1.005 -4.198 2.845
H -0.965 -3.552 5.388
H -2.443 -4.474 5.531
H -0.873 -5.223 4.940
C 1.985 4.335 4.854
C 2.383 3.898 3.460
O 1.298 3.163 2.908
P 1.244 2.581 1.440
O 1.552 1.157 1.234
O 2.301 3.546 0.707
C 2.421 3.605 -0.699
C 3.183 4.849 -1.097
O -0.144 2.976 0.771
C -1.281 3.462 1.542
C -2.305 4.060 0.626
H 1.546 3.466 5.342
H 2.892 4.617 5.385
H 1.275 5.148 4.712
H 2.598 4.738 2.791
H 3.355 3.393 3.459
H 2.946 2.703 -1.039
H 1.495 3.479 -1.269
H 3.624 4.776 -2.092
H 2.555 5.746 -1.130
H 3.976 5.168 -0.419
H -1.669 2.642 2.150
H -0.835 4.175 2.238
H -3.219 4.176 1.206
H -1.927 5.037 0.312
H -2.419 3.503 -0.302
```

Its net charge is -1. The electronic energy is -3141.5877 a.u. As for the lowest unoccupied orbital energy: 2.0 eV. The value obtained for the frontier orbital gap is 4.209 eV.

Löwdin population analysis, charges in e, atoms 1 to 5: Ba 1.86; O -0.65; H -0.21; O -0.67; H -0.17